# 1
ORCA calculation (the ωB97M-V functional and the def2-TZVPD basis) on a 2-piece molecular cluster, C5H10O overall in a non-equilibrium geometry.

The geometry in XYZ format:
```
16
Properties=species:S:1:pos:R:3:forces:R:3:nbo_charge:R:1
C 1.53570 0.40664 -3.09378 0.058 2.080 1.666 -0.6943
C 0.47554 0.20503 -2.07653 0.048 -0.536 -0.889 0.1095
C 0.57206 -0.95772 -1.34181 2.788 -1.061 0.800 -0.0355
H 2.16451 1.37928 -2.83652 -1.416 -1.474 -0.903 0.3240
H 1.07342 0.35587 -4.05590 -0.195 0.913 -0.928 0.2887
H 2.20679 -0.40449 -3.04871 1.008 -0.888 0.212 0.2445
H -0.53455 0.64647 -2.01451 0.894 0.656 -0.293 0.2496
H -0.31175 -1.36099 -0.99003 -1.753 -1.056 0.916 0.2297
H 1.52785 -1.56846 -1.13585 -1.475 1.311 -0.415 0.2483
C -0.89634 0.82112 3.18956 0.264 1.969 -1.598 -0.4150
C -0.61062 0.38212 1.92529 -1.448 0.094 5.405 0.0791
O -1.03132 -0.85617 1.56145 -1.738 -0.297 -1.791 -0.7143
H -0.46414 1.84484 3.40460 -0.679 -1.266 -0.040 0.2110
H -1.70545 0.48595 3.89130 1.367 -0.357 -0.760 0.2312
H -0.16721 1.01437 1.24342 1.498 0.961 -1.505 0.1526
H -1.99690 -0.68665 1.43424 0.778 -1.049 0.124 0.4907
```
Forces are in eV/Å.

Computed properties:
- <S²>: 0.7534
- HOMO energy (alpha / beta): -12.70 / -12.59 eV
- 2S+1: 2
- E: -271.2913 Eh
- Total charge: +1
- Energy above the lowest of the compared OMol25 structures with the same formula, charge and spin: 2.552 eV
- Orbital gap (alpha / beta): 0.2703 / 0.1285 Ha
- LUMO energy (alpha / beta): -0.1963 / -0.3341 Eh



# 2
ORCA calculation (the ωB97M-V functional and the def2-TZVPD basis) on C33H22BrF5N3O8S2TeW as an isolated structure in a non-equilibrium geometry.

The geometry in XYZ format:
```
76
Properties=species:S:1:pos:R:3:forces:R:3:nbo_charge:R:1
W -0.87394 -0.41051 0.16336 0.791 -1.479 0.302 2.3918
Br 2.02615 7.33777 -1.78221 0.019 -0.002 0.001 0.1169
C 1.49128 5.76451 -0.90086 -0.049 -0.049 0.009 -0.0723
C 1.20753 5.79905 0.44913 0.013 0.012 0.026 -0.2597
C 0.79269 4.64317 1.10062 -0.128 0.185 0.094 0.2803
C 0.62773 3.47971 0.37266 0.157 -0.031 -0.067 0.2437
O 0.15734 2.29700 0.93094 -0.085 -0.097 -0.135 -0.6900
C 0.97101 3.40959 -0.97359 0.102 -0.010 0.012 -0.0334
C 0.97825 2.21987 -1.83185 0.054 0.015 -0.084 0.1907
N 0.65690 1.01001 -1.59745 -0.043 0.194 0.067 -0.4525
C 0.69789 0.12874 -2.70926 -0.071 -0.007 0.022 0.1942
C 0.64496 0.49429 -4.03304 0.011 -0.044 -0.016 -0.2103
C 0.86365 -0.45334 -5.05203 -0.002 0.013 0.007 -0.1860
C 1.17747 -1.74630 -4.74455 -0.004 -0.015 -0.007 -0.1906
C 1.17483 -2.16721 -3.39586 0.028 -0.021 0.013 -0.0195
C 1.55726 -3.46583 -2.98299 -0.027 0.028 -0.008 -0.0903
C 1.58702 -3.76296 -1.65321 0.001 0.007 0.013 -0.2645
C 1.06844 -2.83352 -0.73503 -0.040 -0.110 0.035 0.1274
N 0.61544 -1.65430 -1.10052 -0.227 0.394 -0.062 -0.4566
C 0.81701 -1.24515 -2.39625 0.022 0.013 0.018 0.1130
C 1.39534 4.57794 -1.60512 0.017 0.011 0.030 -0.2128
H 1.31009 6.71874 1.01145 0.010 -0.002 -0.007 0.2407
H 0.43224 5.49253 2.78616 0.027 -0.002 0.002 0.5064
H 1.34363 2.47172 -2.82772 -0.012 0.023 0.000 0.1734
H 0.44585 1.51986 -4.31158 -0.009 -0.010 -0.011 0.2318
H 0.82274 -0.13307 -6.08396 0.000 0.002 0.000 0.2366
H 1.42240 -2.46139 -5.51902 0.002 0.002 0.000 0.2315
H 1.85597 -4.19360 -3.72711 0.009 0.005 -0.002 0.2343
H 1.93766 -4.71583 -1.28512 0.007 0.000 -0.008 0.2464
H 0.98534 -3.09130 0.31109 -0.001 0.010 -0.051 0.2475
H 1.65773 4.55251 -2.65336 -0.001 0.002 -0.004 0.2367
C -3.23037 -2.62811 -3.02072 -0.003 -0.011 0.000 -0.1916
C -3.59076 -3.81683 -2.40138 -0.010 -0.008 0.002 -0.1342
C -3.11809 -4.08390 -1.13303 0.024 0.013 0.003 -0.2252
C -2.29404 -3.16131 -0.49644 0.058 -0.077 0.013 0.2429
N -1.97515 -2.00545 -1.09898 0.026 0.172 0.122 -0.4411
C -2.43072 -1.74463 -2.33164 0.019 0.023 -0.025 0.0427
C -1.69033 -3.35016 0.82662 -0.015 -0.025 0.009 -0.1276
C -1.80723 -4.52742 1.55914 -0.022 0.027 -0.018 -0.1665
C -1.17421 -4.63422 2.78594 0.010 0.003 0.013 -0.1992
C -0.42724 -3.57010 3.27134 0.003 -0.004 0.018 -0.2001
C -0.30007 -2.40108 2.53086 -0.031 -0.031 0.014 -0.1501
C -0.93241 -2.28148 1.29633 0.043 0.103 -0.125 -0.3211
H -3.57555 -2.37103 -4.01123 0.001 0.001 -0.001 0.2365
H -4.23748 -4.52450 -2.90262 0.002 -0.003 0.001 0.2366
H -3.38773 -4.99803 -0.62683 -0.004 -0.006 0.000 0.2347
H -2.15468 -0.79306 -2.76181 0.000 0.002 0.009 0.2448
H -2.38135 -5.36369 1.18332 -0.002 -0.005 0.004 0.2161
H -1.26168 -5.54561 3.36149 0.000 0.000 0.002 0.2288
H 0.06587 -3.64989 4.23160 0.000 -0.005 0.000 0.2264
H 0.29701 -1.59251 2.92926 0.000 -0.001 -0.002 0.2119
O 2.82304 1.26619 0.43010 -0.082 0.008 0.004 -0.9354
S 2.41299 0.20654 1.29997 0.058 0.075 0.096 2.4551
O 3.27755 -0.91766 1.47202 0.000 -0.010 0.011 -0.9266
O 1.02538 -0.29657 0.96578 -0.307 0.065 -0.176 -1.0048
C 2.17401 0.92541 2.92486 -0.026 0.033 0.030 -0.3285
C 3.22265 0.75265 3.81202 -0.012 -0.017 -0.004 -0.1711
C 3.17819 1.31790 5.08139 -0.005 0.001 0.011 -0.1568
C 2.08236 2.06076 5.48148 0.014 -0.013 0.008 -0.1930
C 1.02051 2.24511 4.60876 -0.016 0.040 0.019 -0.1646
C 1.06959 1.68406 3.34284 0.065 -0.021 -0.115 -0.2925
S -0.36510 1.93863 2.36198 -0.300 -0.092 0.180 2.4458
O 0.54167 4.60240 2.43280 0.343 0.279 -0.183 -0.6675
O -1.24913 2.86666 2.94428 -0.096 -0.374 0.121 -0.8190
O -0.92948 0.60421 2.05884 -0.158 0.443 -0.298 -0.9076
H 4.07224 0.16062 3.50125 0.002 0.002 -0.004 0.2597
H 4.00823 1.16782 5.75833 0.004 0.000 -0.003 0.2369
H 2.04501 2.49678 6.47006 -0.002 -0.001 -0.003 0.2379
H 0.15381 2.82216 4.89914 0.005 -0.001 -0.005 0.2552
F -4.15573 1.36633 -2.87789 -0.134 -0.060 0.029 -0.6919
Te -3.77534 1.75540 -1.02123 0.167 0.173 0.325 2.6249
F -2.61893 -0.51697 0.89754 -0.161 0.033 0.051 -0.5315
F -2.89337 2.46577 0.57882 -0.185 -0.045 -0.234 -0.6991
F -5.08892 3.07480 -0.90928 0.109 -0.022 -0.126 -0.6277
F -2.59578 2.94149 -1.83218 0.074 -0.031 0.058 -0.6240
O -1.67714 0.46983 -1.09661 -0.027 0.330 -0.018 -0.8433
```
Forces are in eV/Å.

Computed properties:
- HOMO energy: -11.45 eV
- E: -6241.6419 Eh
- Total charge: +1
- Energy above the lowest of the compared OMol25 structures with the same formula, charge and spin: 0.000 eV
- Orbital gap: 0.2766 Ha
- LUMO energy: -0.1443 Eh



# 3
ORCA calculation (the ωB97M-V functional and the def2-TZVPD basis) on an isolated ion of composition C8H12N3O4 and charge +1 in a non-equilibrium geometry.

The geometry in XYZ format:
```
27
Properties=species:S:1:pos:R:3:forces:R:3:nbo_charge:R:1
C -2.91438 -1.15307 -1.41595 -2.349 -1.610 2.943 -0.4377
N -2.54579 0.01563 -0.56855 -2.060 -2.818 -2.242 -0.5708
C -1.39833 0.04115 0.11175 -0.456 2.472 -0.641 0.0743
C -0.86441 1.31853 0.35078 0.123 0.120 0.180 0.3184
C -1.70535 2.53407 -0.01206 4.607 0.975 -0.799 -0.6589
N 0.32990 1.41576 0.92566 1.467 -1.555 -0.038 -0.4002
C 0.98394 0.31251 1.25476 -1.198 -0.505 -0.948 0.7089
O 2.30010 0.16937 0.97170 0.125 0.200 -0.068 -0.5346
C 2.37345 -0.24393 -0.42381 -2.740 -0.171 1.037 1.0068
O 1.35911 -0.56079 -1.00291 1.294 0.514 0.414 -0.6064
O 3.53630 -0.22184 -0.86454 1.367 -0.754 -2.349 -0.4467
C 4.76319 -0.04497 -0.17407 -2.558 -1.556 2.657 -0.2282
N 0.32751 -0.92802 1.39600 -2.042 1.253 -0.469 -0.5226
C -0.91620 -1.00972 0.84989 -0.241 -0.195 0.832 0.5311
O -1.83065 -1.95073 1.13096 0.700 0.360 0.006 -0.6193
H -2.94783 -2.00121 -0.67687 0.025 0.444 -1.281 0.2172
H -3.99893 -1.10167 -1.76664 1.613 0.452 0.313 0.2309
H -2.25476 -1.40452 -2.19984 0.885 0.144 -0.959 0.2080
H -2.99011 0.75653 -1.04949 0.579 1.592 0.506 0.4167
H -1.02027 3.47438 -0.05461 -1.494 -1.566 0.768 0.2662
H -2.47624 2.49076 0.65864 -2.085 0.804 1.954 0.2444
H -2.12846 2.49651 -0.98179 -0.263 -0.394 -1.088 0.2323
H 4.90435 -0.86363 0.53525 0.462 -0.193 -0.611 0.2037
H 4.59948 0.78111 0.40351 0.060 2.409 1.715 0.1977
H 5.46493 0.17014 -0.85690 2.589 0.080 -2.428 0.2160
H 0.54090 -1.72822 1.96551 1.216 0.111 0.310 0.4446
H -1.49144 -2.76415 1.49361 0.374 -0.613 0.285 0.5083
```
Forces are in eV/Å.

Computed properties:
- HOMO energy (alpha / beta): -12.11 / -12.11 eV
- E: -776.9552 Eh
- Total charge: +1
- Energy above the lowest of the compared OMol25 structures with the same formula, charge and spin: 0.000 eV
- Orbital gap (alpha / beta): 0.2928 / 0.2927 Ha
- SMILES: CNc1c(C)nc(OC(=O)OC)[nH+]c1O
- LUMO energy (alpha / beta): -0.1522 / -0.1522 Eh



# 4
ORCA calculation (the ωB97M-V functional and the def2-TZVPD basis) on C4H6N2 as an isolated structure in a non-equilibrium geometry.

The geometry in XYZ format:
```
12
Properties=species:S:1:pos:R:3:forces:R:3:nbo_charge:R:1
C -0.19132 -0.39401 0.73895 0.522 1.740 -2.676 -0.1018
C -0.39387 -0.90842 1.94725 0.030 -0.474 -1.331 -0.3520
C 0.06719 1.01251 0.15122 0.293 -1.886 -0.394 -0.2296
C -0.05906 -0.86592 -0.55892 -0.302 -1.149 0.131 0.0148
N 0.49736 1.04546 -2.22798 0.033 0.402 -2.620 -0.4045
N 0.27482 0.32752 -1.15684 -0.790 2.820 1.665 -0.2202
H -0.53887 -1.91616 1.98587 -0.379 -2.656 0.454 0.1870
H -0.41545 -0.36924 2.79138 -0.090 1.931 2.854 0.1901
H -0.65308 1.75830 0.29676 -1.654 0.794 -0.481 0.2046
H 0.97185 1.46443 0.31658 2.451 0.965 1.304 0.2020
H 0.02086 -1.72994 -1.11512 -0.083 -2.241 -0.512 0.1908
H 0.41956 0.57548 -3.16916 -0.031 -0.248 1.606 0.3189
```
Forces are in eV/Å.

Computed properties:
- <S²>: 2.0274
- HOMO energy (alpha / beta): -5.78 / -10.01 eV
- 2S+1: 3
- E: -265.2987 Eh
- Total charge: 0
- Energy above the lowest of the compared OMol25 structures with the same formula, charge and spin: 1.948 eV
- Orbital gap (alpha / beta): 0.2504 / 0.3241 Ha
- LUMO energy (alpha / beta): 0.0379 / -0.0439 Eh